No. 1
ORCA calculation (ωB97M-V/def2-TZVPD) on a 5-piece molecular cluster, C30H70 overall in a non-equilibrium geometry.

```
100
Properties=species:S:1:pos:R:3
C 1.8829 -7.1518 -6.3339
C 0.6909 -6.3588 -5.9012
C 1.0166 -5.2515 -4.8337
C -0.3491 -4.5641 -4.3565
C -1.2242 -3.9003 -5.3765
C -2.5063 -3.4753 -4.7367
H 2.1817 -6.6679 -7.2637
H 1.6550 -8.1593 -6.6819
H 2.6576 -7.3037 -5.5824
H 0.2366 -5.9007 -6.7798
H -0.0566 -6.9955 -5.4281
H 1.7191 -4.5773 -5.3236
H 1.5497 -5.5738 -3.9393
H -0.8864 -5.3426 -3.8150
H -0.0854 -3.8674 -3.5607
H -0.6971 -3.0562 -5.8213
H -1.3982 -4.6785 -6.1196
H -3.1036 -2.9391 -5.4741
H -3.0801 -4.3669 -4.4836
H -2.3718 -2.7010 -3.9814
C 5.6116 2.2094 6.5073
C 4.1390 2.2578 5.9896
C 3.4537 3.3691 6.8671
C 1.9272 3.5777 6.3813
C 1.7353 3.9834 4.9268
C 0.2982 4.4147 4.5735
H 5.7775 1.9198 7.5450
H 6.0767 3.1920 6.4287
H 6.0928 1.4066 5.9487
H 4.0952 2.5192 4.9323
H 3.6182 1.3011 6.0281
H 3.9611 4.3234 6.7261
H 3.5830 3.1503 7.9270
H 1.4142 2.6328 6.5601
H 1.4505 4.2859 7.0590
H 2.3042 4.8938 4.7381
H 1.9930 3.1789 4.2380
H -0.5104 3.6886 4.6570
H 0.0566 5.3324 5.1097
H 0.2957 4.6829 3.5170
C 6.6345 -4.7485 2.8266
C 6.7382 -3.2256 3.0394
C 5.3253 -2.6542 2.9973
C 5.3084 -1.2522 2.4137
C 3.8956 -0.6595 2.1178
C 3.2465 -0.2364 3.5040
H 6.0659 -5.0117 1.9347
H 6.1214 -5.2321 3.6578
H 7.5513 -5.3166 2.6686
H 7.1944 -3.0806 4.0187
H 7.3492 -2.7426 2.2768
H 4.7119 -2.6680 3.8982
H 4.8715 -3.0885 2.1065
H 5.7781 -0.5418 3.0940
H 5.9219 -1.2747 1.5130
H 3.7919 0.0338 1.2831
H 3.2950 -1.4736 1.7121
H 3.8910 0.5023 3.9806
H 2.2506 0.1132 3.2318
H 3.0881 -0.9338 4.3266
C -5.2540 4.0542 -2.8496
C -5.4541 2.5778 -2.4136
C -6.8940 2.0698 -2.5591
C -7.9903 2.7698 -1.8001
C -9.2638 2.0081 -2.1789
C -10.3871 2.7374 -1.4822
H -5.9373 4.7408 -2.3498
H -5.3675 4.0303 -3.9334
H -4.2646 4.3608 -2.5102
H -4.8544 1.8973 -3.0181
H -5.2103 2.3615 -1.3735
H -6.8858 0.9943 -2.3821
H -7.1187 2.1280 -3.6241
H -7.8058 2.5792 -0.7429
H -8.0752 3.8344 -2.0184
H -9.3997 1.9749 -3.2599
H -9.2223 0.9711 -1.8458
H -10.2787 2.6549 -0.4007
H -10.3808 3.8076 -1.6887
H -11.3956 2.3497 -1.6262
C 0.4896 3.0452 0.7306
C 0.7141 1.6890 0.0287
C 0.5214 1.7768 -1.5407
C 0.2823 0.4341 -2.2070
C -1.0509 -0.2647 -1.9993
C -2.3805 0.5177 -2.2509
H 0.7984 3.9234 0.1636
H 0.8639 3.0473 1.7543
H -0.5828 3.2401 0.7445
H 1.6802 1.2981 0.3481
H 0.0015 0.9515 0.3982
H 1.3889 2.2130 -2.0360
H -0.3694 2.3657 -1.7594
H 0.3100 0.5893 -3.2855
H 1.1625 -0.1442 -1.9261
H -1.1668 -1.0781 -2.7157
H -1.2165 -0.6279 -0.9850
H -2.5217 0.7109 -3.3143
H -3.2886 0.0049 -1.9341
H -2.4307 1.4090 -1.6255
```

Output
charge = +1
Kohn-Sham gap (alpha / beta) = 9.2 / 1.7 eV
energy relative to the best compared isomer or geometry (same formula, charge and spin) = 24.98 kcal per mole
2S+1 = 2
strongest force on any atom = 2.9 eV/Å

These are the Mulliken partial charges, in e, on atoms 1 to 99: -1.27 -0.21 -0.70 -0.61 -0.16 -1.09 0.32 0.35 0.32 0.19 0.30 0.31 0.38 0.31 0.22 0.25 0.29 0.38 0.38 0.07 -1.27 0.00 -0.82 -0.56 0.10 -1.43 0.40 0.41 0.33 0.35 0.40 0.43 0.49 0.36 0.39 0.28 0.01 0.38 0.41 0.38 -1.34 -0.31 -0.32 -1.00 -0.54 -0.95 0.37 0.31 0.38 0.26 0.39 0.27 0.15 0.25 0.47 0.36 0.37 -0.05 0.40 0.48 -1.28 -0.18 -1.03 -0.40 -0.36 -1.29 0.34 0.32 0.35 0.16 0.37 0.37 0.37 0.23 0.38 0.35 0.28 0.32 0.32 0.38 -0.86 0.28 -0.77 -0.85 0.31 -1.47 0.37 -0.19 0.37 -0.11 0.25 0.39 0.33 0.30 0.39 -0.35 0.28 0.39 0.49



No. 2
ORCA calculation (ωB97M-V/def2-TZVPD) on a 2-piece molecular cluster, C4H11NO3 overall in a non-equilibrium geometry.

```
19
Properties=species:S:1:pos:R:3
C -1.4172 0.8243 -0.0601
O -2.3885 1.8814 -0.0275
C -0.6508 0.7827 -1.3894
C 0.8262 0.4142 -1.1693
C 1.0613 -0.9363 -0.5455
N 1.9904 -1.7076 -1.1817
O 0.5448 -1.3303 0.4785
H -1.9297 -0.1149 0.0173
H -0.8085 1.0250 0.8120
H -2.9551 1.8525 -0.8032
H -0.7820 1.6713 -2.0098
H -1.0765 0.0232 -2.0542
H 1.3666 1.2168 -0.6786
H 1.3020 0.3747 -2.1552
H 2.3158 -1.5017 -2.1067
H 2.0596 -2.6594 -0.8593
H 0.2071 -0.5867 2.4351
H 0.2878 -0.6951 3.9177
O 0.2291 -0.0243 3.2245
```

Output
charge = 0
Kohn-Sham gap = 10.7 eV
energy relative to the best compared isomer or geometry (same formula, charge and spin) = 20.96 kcal per mole
strongest force on any atom = 1.7 eV/Å
SMILES = NC(=O)CCCO.O

Charges obtained by Mulliken population analysis, quoted in units of e: -0.17 -0.57 -0.72 -0.57 0.55 -0.42 -0.64 0.26 0.17 0.29 0.37 0.33 0.30 0.30 0.20 0.25 0.37 0.31 -0.63



No. 3
ORCA calculation (ωB97M-V/def2-TZVPD) on C20H45Br2CaCl4CsF3N6O10PS as an isolated structure in a non-equilibrium geometry.

```
94
Properties=species:S:1:pos:R:3
C 3.8181 -2.3354 -0.5210
C 4.4171 -0.8433 -0.9670
C 3.5019 0.3796 -0.2841
N 2.3265 -0.2975 0.3633
C 1.8586 0.3253 1.6365
C 1.8496 -0.8344 2.7961
S 0.2104 -1.1110 3.6546
O -0.2811 -2.5764 3.5625
O 0.4974 -0.8733 5.1909
O -0.9240 0.0749 3.2168
C -0.9129 0.3454 1.7395
C -2.2643 1.1788 1.2410
C -2.6432 2.5086 2.0922
C -3.2735 2.2034 3.6117
C -4.5822 1.2180 3.5883
N -5.4834 1.3873 2.3850
C -0.9478 -1.0120 0.8298
C -2.1617 -2.0579 1.0199
C -2.2097 -3.3089 -0.0955
N -3.1666 -2.0942 1.9425
C 0.4905 1.2395 1.5551
Br 0.7066 2.4188 3.2271
C 0.4518 2.3495 0.3692
C 0.4475 1.8561 -1.1667
N -0.6618 2.6340 -1.9069
H 4.5196 -3.2117 -0.9119
H 2.7443 -2.5321 -0.9815
H 3.8006 -2.4680 0.6640
H 4.5480 -0.7244 -2.1236
H 5.5013 -0.7995 -0.4696
H 3.2526 1.1058 -1.1668
H 4.2345 0.9405 0.4337
H 1.5785 -0.5829 -0.2964
H 2.7098 1.0929 1.9762
H 2.2257 -1.8452 2.2878
H 2.6717 -0.5742 3.6093
H -2.1803 1.5143 0.0972
H -3.2423 0.4925 1.2531
H -3.5632 3.0113 1.5157
H -1.8325 3.3499 2.1427
H -3.6370 3.2673 4.0118
H -2.4394 1.8572 4.3746
H -5.2389 1.4678 4.5534
H -4.2635 0.0772 3.7370
H -5.8753 0.4522 2.1304
H -6.2891 2.0139 2.6270
H 0.0586 -1.6448 0.8362
H -1.0361 -0.6316 -0.3010
H -2.3548 -2.7828 -1.1567
H -1.1902 -3.8877 -0.1645
H -3.1486 -3.9886 0.0684
H -3.0235 -1.2506 2.5300
H -0.4380 3.1382 0.4868
H 1.4340 3.0167 0.5116
H 0.2435 0.7347 -1.3863
H 1.4560 2.2231 -1.6891
H -0.2925 3.5480 -2.2639
H -0.8883 2.0181 -2.7375
O -0.6798 -6.3439 0.4941
P -1.9381 -7.1752 0.5527
O -2.3907 -8.0759 -0.5706
F -3.1273 -6.1680 0.8253
F -1.8098 -8.0910 1.8363
O -0.8674 -8.2219 -3.4968
H -1.1918 -7.3168 -3.7369
H -1.2166 -8.9089 -4.1199
H -1.0808 -8.4451 -2.5551
Cs -7.0891 3.6470 2.2900
Cl -1.5891 -2.0898 5.2091
C 2.3817 4.3100 -4.3352
C 0.9488 4.5125 -4.7149
O 0.0205 4.6853 -3.9517
N 0.5322 4.4203 -6.0619
C 0.4242 5.7485 -6.7076
H 2.5633 4.7486 -3.3507
H 2.6041 3.2407 -4.3097
H 3.0318 4.8054 -5.0611
H 1.1611 3.8098 -6.5861
H -0.4184 4.0399 -5.9885
H 0.0906 5.5853 -7.7349
H 1.4101 6.2209 -6.7000
H -0.3088 6.3488 -6.1619
Br 2.0109 5.7241 -8.8968
N 4.7108 3.9639 0.2695
O 5.7146 4.5208 0.7443
O 3.9242 3.3593 1.0168
O 4.4938 4.0117 -0.9526
Ca -0.9891 -6.2913 -1.4374
F -6.9891 2.0440 6.3592
C 2.7992 -4.7271 2.9211
Cl 3.7894 -3.5543 3.8063
Cl 3.2239 -4.7271 1.2008
Cl 2.9913 -6.3486 3.6092
H 1.7506 -4.4344 3.0169
```

Output
charge = 0
Kohn-Sham gap = 1.6 eV
strongest force on any atom = 6.8 eV/Å

Charges obtained by Mulliken population analysis, quoted in units of e: -0.53 -0.51 -0.02 0.25 -0.53 -0.28 1.33 -0.57 -0.64 0.31 0.84 -0.50 -0.58 -0.34 -0.49 -0.60 -0.46 0.43 -0.61 -0.67 -0.72 0.07 -1.07 0.25 -0.61 0.32 0.19 -0.01 0.30 0.26 -0.23 0.33 0.24 0.85 -0.43 0.41 0.14 0.39 0.17 0.34 0.26 0.07 0.50 0.04 0.19 0.29 0.01 0.41 0.29 -0.11 0.30 0.07 0.24 0.38 0.18 -0.26 0.32 0.26 -0.38 0.96 -0.68 -0.16 -0.23 -0.08 0.08 0.36 0.20 0.98 -0.07 -1.05 0.42 -0.60 0.02 -1.20 0.37 0.33 0.41 0.44 0.42 0.41 0.43 0.32 -0.76 0.87 -0.66 -0.56 -0.62 0.48 -0.91 0.51 -0.13 -0.13 -0.13 -0.09



No. 4
ORCA calculation (ωB97M-V/def2-TZVPD) on C27H40BF6N3O5S as an isolated structure in a non-equilibrium geometry.

```
83
Properties=species:S:1:pos:R:3
C -0.4685 2.3840 -1.4496
C 0.6204 2.8814 -0.4965
O 1.2462 1.8257 0.2481
C 0.7120 1.6059 1.4907
C 1.0662 2.4096 2.5573
B 2.1205 3.5854 2.4028
N 1.9803 4.8165 3.1570
O 3.1794 3.4065 1.5151
C 0.4558 2.1220 3.8134
S 0.8175 3.0489 5.2676
O -0.0040 4.1960 5.3654
O 2.2162 3.1181 5.4964
F 0.2755 2.0454 6.3247
C -0.4309 1.0849 3.9580
C -0.7608 0.2723 2.8675
N -1.6560 -0.7490 3.0474
C -1.9508 -1.4613 2.0036
C -2.9969 -2.5218 2.2046
C -4.4038 -1.8857 2.2781
C -5.1668 -1.8788 0.9462
C -5.1474 -0.5366 0.2508
F -6.2402 0.1586 0.6383
F -4.0811 0.2096 0.5927
C -5.1868 -0.6025 -1.3184
F -5.4013 -1.8408 -1.7472
F -6.1588 0.1651 -1.7967
F -4.0437 -0.1696 -1.8349
C -1.3283 -1.2188 0.7314
C -1.6381 -2.0913 -0.4476
C -0.7124 -1.8552 -1.6248
C -0.7691 -3.0281 -2.6048
C -0.0494 -4.2934 -2.1303
C 1.2989 -4.0572 -1.4608
C 2.3264 -3.4683 -2.4273
C 3.3457 -2.5502 -1.7203
C 3.1328 -1.0908 -2.1169
C 3.9454 -0.1605 -1.2206
C 4.0578 1.2511 -1.7812
C 2.6800 1.8720 -1.9140
O 2.8297 3.2697 -2.0365
C 1.5848 3.9586 -2.1058
N -0.4788 -0.2561 0.5386
C -0.1985 0.5190 1.6266
H -0.2952 2.8178 -2.4278
H -1.4464 2.7191 -1.1323
H -0.4420 1.3089 -1.5126
H 1.3913 3.4222 -1.0283
H 0.1807 3.5894 0.2004
H 1.6608 5.6011 2.6085
H 2.8105 5.0662 3.6740
H 3.9639 3.1356 2.0019
H -0.8975 0.8730 4.9012
H -2.7670 -2.9806 3.1573
H -2.9315 -3.2955 1.4542
H -4.9675 -2.3856 3.0537
H -4.2618 -0.8702 2.6217
H -6.2029 -2.1047 1.1553
H -4.7965 -2.6826 0.3250
H -1.4913 -3.1129 -0.1091
H -2.6790 -2.0222 -0.7346
H -1.0858 -0.9996 -2.1778
H 0.2968 -1.6504 -1.3035
H -1.8104 -3.2974 -2.7631
H -0.4017 -2.7215 -3.5781
H 0.1029 -4.9881 -2.9507
H -0.6941 -4.8192 -1.4296
H 1.6711 -5.0186 -1.1235
H 1.1841 -3.4323 -0.5825
H 2.8170 -4.2823 -2.9487
H 1.8233 -2.8829 -3.1898
H 3.2360 -2.6168 -0.6440
H 4.3417 -2.8387 -2.0329
H 2.0747 -0.8507 -2.0534
H 3.4289 -0.9808 -3.1584
H 3.4527 -0.1449 -0.2511
H 4.9360 -0.5882 -1.0951
H 4.6205 1.8632 -1.0874
H 4.5122 1.2009 -2.7644
H 2.1495 1.4694 -2.7768
H 2.1058 1.6178 -1.0176
H 1.5057 4.4851 -3.0495
H 1.5246 4.6540 -1.2756
H 0.7609 3.2528 -2.0428
```

Output
charge = 0
Kohn-Sham gap = 8.2 eV
strongest force on any atom = 8.5 eV/Å

Charges obtained by Mulliken population analysis, quoted in units of e: -1.46 -1.07 -0.06 -1.12 0.40 0.77 -0.48 -0.61 -0.29 1.27 -0.59 -0.59 -0.25 -0.18 -0.23 -0.66 0.31 -1.06 -0.82 -1.22 0.83 -0.36 -0.20 0.62 -0.29 -0.30 -0.18 0.70 -0.21 0.33 -1.25 -1.13 -0.62 -0.78 -0.96 0.34 -0.64 -1.12 0.32 -0.47 -0.34 0.07 -0.22 0.42 0.37 0.06 0.79 0.99 0.19 0.15 0.29 0.71 0.57 0.50 0.42 0.55 0.55 0.48 0.43 -0.26 0.26 -0.46 0.39 0.55 0.44 0.43 0.50 0.26 0.61 0.31 0.41 0.40 -0.31 0.28 0.16 0.51 0.30 0.34 0.48 0.33 0.62 0.30 -0.52



No. 5
ORCA calculation (ωB97M-V/def2-TZVPD) on a 2-piece molecular cluster, C9H22N2P overall in a non-equilibrium geometry.

```
34
Properties=species:S:1:pos:R:3
C -1.9024 -1.9920 -0.0936
C -0.9298 -2.6274 -0.6431
C -3.0765 2.1985 -1.1219
C 3.9167 1.5973 0.3470
C -2.5674 -1.3587 2.1063
C -2.3534 0.9803 -0.4319
C 3.7139 0.7939 -0.9402
C -3.3240 0.0094 0.2115
C 3.5599 -0.6173 -0.7849
N -2.5237 -1.1975 0.6730
N 0.6512 -0.3852 -0.0002
P 2.1263 -0.8091 0.3460
H -0.9848 -3.6680 -1.1474
H 2.6213 -0.6997 1.6797
H 0.0467 -2.0232 -0.6727
H -4.1574 2.0727 -1.0980
H -2.7564 3.0520 -0.4866
H -2.8222 2.4547 -2.1647
H 4.7708 1.2609 0.6997
H 4.0311 2.6743 0.0100
H 3.0395 1.4630 0.9836
H -2.0995 -0.2723 2.4325
H -3.6648 -1.3177 2.4784
H -2.0015 -2.2666 2.4145
H -1.9034 1.5671 0.3588
H -1.6435 0.4988 -1.1101
H 2.7846 1.1587 -1.4589
H 4.5635 1.0469 -1.4982
H -3.7838 0.4413 1.0834
H -4.0775 -0.3677 -0.3725
H 3.6540 -1.2795 -1.6232
H 4.4345 -0.8270 -0.1628
H 0.5661 0.5795 -0.4073
H 2.0916 -2.1402 0.3941
```

Output
charge = +1
Kohn-Sham gap = 9.2 eV
energy relative to the best compared isomer or geometry (same formula, charge and spin) = 99.22 kcal per mole
strongest force on any atom = 5.7 eV/Å

Charges obtained by Mulliken population analysis, quoted in units of e: 0.64 -0.75 -1.15 -1.16 -0.85 0.11 -0.81 -1.11 -0.34 0.13 -0.53 -0.08 0.29 0.15 0.33 0.32 0.28 0.32 0.41 0.29 0.43 0.31 0.30 0.38 0.23 0.30 0.29 0.44 0.43 0.44 0.44 0.30 0.18 0.02



No. 6
ORCA calculation (ωB97M-V/def2-TZVPD) on C26H18IrN2O6S3 as an isolated structure.

```
56
Properties=species:S:1:pos:R:3
Ir 0.2558 -0.0138 -0.1090
S -2.3918 -0.4752 1.9268
C -0.8354 -0.9447 2.5117
C -0.7722 -1.5940 3.7482
C 0.4476 -1.8791 4.3180
C 1.6015 -1.5801 3.6145
C 1.4901 -0.9930 2.3726
N 0.3053 -0.6428 1.8381
H -1.6993 -1.8614 4.2336
H 0.4972 -2.3612 5.2855
H 2.5803 -1.8234 4.0007
H 2.3564 -0.7954 1.7618
O -0.4761 -0.0671 -2.2904
S -1.2728 -1.3035 -2.0799
O -2.5777 -1.2797 -2.6681
O -1.2869 -1.4890 -0.6056
C -0.4188 -2.6986 -2.8089
C -1.2161 -3.5466 -3.5614
C -0.6717 -4.6745 -4.1615
C 0.6733 -4.9549 -4.0085
C 1.4788 -4.1108 -3.2543
C 0.9466 -2.9820 -2.6575
S 2.0853 -1.9501 -1.7452
O 3.2772 -2.7184 -1.4935
O 2.2560 -0.7592 -2.5107
O 1.3388 -1.7289 -0.4323
H -2.2640 -3.3095 -3.6730
H -1.3053 -5.3288 -4.7450
H 1.1053 -5.8313 -4.4737
H 2.5308 -4.3158 -3.1145
C 4.1997 1.5775 0.6121
C 3.9011 2.7413 1.3120
C 2.5818 3.1031 1.4952
C 1.5635 2.2914 0.9911
C 1.8502 1.0995 0.3149
C 3.1913 0.7628 0.1181
C 0.1526 2.6598 1.0147
C -0.3097 3.8434 1.6361
C -1.6097 4.2034 1.5183
C -2.4816 3.4211 0.7309
C -3.8304 3.7923 0.5270
C -4.6492 3.0353 -0.2573
C -4.1379 1.8766 -0.8739
C -2.8422 1.4906 -0.6800
C -1.9769 2.2459 0.1347
N -0.6710 1.8451 0.3525
H 5.2333 1.3002 0.4458
H 4.6946 3.3695 1.6947
H 2.3540 4.0250 2.0146
H 3.4663 -0.1326 -0.4173
H 0.3829 4.4477 2.2009
H -1.9866 5.0972 2.0011
H -4.1934 4.6953 1.0029
H -5.6797 3.3254 -0.4131
H -4.7699 1.2776 -1.5163
H -2.4709 0.6185 -1.1783
```

Output
charge = 0
Kohn-Sham gap (alpha / beta) = 7.8 / 5.6 eV
energy relative to the best compared isomer or geometry (same formula, charge and spin) = 16.54 kcal per mole
2S+1 = 2
strongest force on any atom = 0.8 eV/Å

Charges obtained by Mulliken population analysis, quoted in units of e: 0.99 -0.04 0.47 -0.77 -0.17 -1.01 0.17 0.18 0.45 0.41 0.44 0.47 -0.66 1.39 -0.65 -0.72 0.03 -0.64 -0.67 -0.58 -0.54 -0.44 1.47 -0.73 -0.57 -0.75 0.54 0.39 0.39 0.52 -0.87 -1.02 -0.52 0.69 -0.16 0.41 1.28 -1.11 -0.85 0.95 -0.85 -0.63 -0.61 0.20 -0.28 0.19 0.47 0.37 0.37 0.27 0.35 0.43 0.40 0.39 0.49 0.29